(1)
12
Properties=species:S:1:pos:R:3 method="wB97M-V/def2-TZVPD" homo_energy_ev=-9.139 relative_energy_ev=1.136 smiles="C=COC(=S)CF" spin_multiplicity=1
C 2.82 -0.90 0.14
C 1.77 -0.12 -0.06
O 0.54 -0.75 -0.24
C -0.63 -0.14 0.05
S -2.00 -0.94 -0.04
C -0.58 1.29 0.50
F 0.07 2.08 -0.40
H 2.74 -1.99 0.31
H 3.80 -0.39 0.17
H 1.83 0.94 -0.20
H -1.60 1.63 0.66
H 0.01 1.33 1.46

***

(2)
13
Properties=species:S:1:pos:R:3 method="wB97M-V/def2-TZVPD" homo_energy_ev=-8.822 relative_energy_ev=0.934 smiles="F[C@H]1CO[C@H]1C(=S)S" spin_multiplicity=1
F -0.02 -1.26 1.48
C -0.62 -0.98 0.29
C -1.48 0.32 0.19
O -0.64 0.74 -0.90
C 0.31 -0.29 -0.77
C 1.64 0.08 -0.13
S 2.86 -0.98 -0.16
S 1.83 1.58 0.65
H -1.15 -1.84 -0.07
H -2.53 0.27 -0.18
H -1.36 1.04 1.02
H 0.50 -0.82 -1.71
H 0.65 2.12 0.28

***

(3)
11
Properties=species:S:1:pos:R:3 method="wB97M-V/def2-TZVPD" homo_energy_ev=-8.791 relative_energy_ev=0.866 smiles="C=C(F)C(C)=S" spin_multiplicity=1
C 1.36 -0.07 -0.95
C 0.12 0.45 -1.00
F -0.20 0.99 -2.13
C -0.86 0.38 0.01
C -0.57 -0.45 1.26
S -2.26 1.25 0.10
H 1.96 0.09 -1.88
H 1.85 -0.61 -0.15
H -1.46 -0.76 1.83
H -0.05 -1.43 1.05
H 0.10 0.17 1.86

***

(4)
11
Properties=species:S:1:pos:R:3 method="wB97M-V/def2-TZVPD" homo_energy_ev=-8.966 relative_energy_ev=2.248 smiles="C/C=C(/F)C=S" spin_multiplicity=1
C -1.33 -0.69 0.04
C -0.62 0.57 -0.10
C 0.67 0.86 0.08
F 0.93 2.20 0.08
C 1.77 -0.27 0.03
S 3.32 -0.01 -0.02
H -0.49 -1.44 -0.04
H -2.13 -0.78 -0.72
H -1.89 -0.68 1.12
H -1.40 1.48 -0.62
H 1.17 -1.24 0.16

***

What did the second record say?
13
Properties=species:S:1:pos:R:3 method="wB97M-V/def2-TZVPD" homo_energy_ev=-8.822 relative_energy_ev=0.934 smiles="F[C@H]1CO[C@H]1C(=S)S" spin_multiplicity=1
F -0.02 -1.26 1.48
C -0.62 -0.98 0.29
C -1.48 0.32 0.19
O -0.64 0.74 -0.90
C 0.31 -0.29 -0.77
C 1.64 0.08 -0.13
S 2.86 -0.98 -0.16
S 1.83 1.58 0.65
H -1.15 -1.84 -0.07
H -2.53 0.27 -0.18
H -1.36 1.04 1.02
H 0.50 -0.82 -1.71
H 0.65 2.12 0.28